Entry 1:
C3H9BO2S | ωB97M-V with the def2-TZVPD basis set

**M**: 120.0 g mol⁻¹
**HOMO level (spin up / spin down)**: -5.4852 / -8.9760 eV
**E_tot**: -18858.698 eV

```
! RIJCOSX wB97M-V def2-TZVPD def2/J DEFGRID3
* xyz 0 3
B 0.361 -0.102 -0.092
C -0.784 2.034 -0.124
C -2.502 -1.501 -0.876
C 2.936 0.047 -0.588
O 0.269 1.149 -0.290
O -1.905 -0.955 0.256
S 1.723 -1.175 -0.009
H -1.037 2.319 -1.047
H -0.377 2.853 0.510
H -1.529 1.466 0.403
H -2.130 -2.581 -1.045
H -2.491 -0.815 -1.711
H -3.685 -1.694 -0.642
H 3.322 0.703 0.317
H 2.477 0.665 -1.364
H 3.883 -0.596 -0.863
*
```

Mulliken population analysis, charges in e, atoms 1 to 2:
1. B 0.07
2. C -0.59

=====

Entry 2:
C3H9Br2N2O | ωB97M-V with the def2-TZVPD basis set

**M**: 248.9 g mol⁻¹
**HOMO level**: -14.2666 eV
**E_tot**: -148361.410 eV

```
! RIJCOSX wB97M-V def2-TZVPD def2/J DEFGRID3
* xyz 1 1
C 1.789 0.476 -0.558
C -1.310 -0.040 -0.008
C -0.120 -1.151 -0.397
N -2.649 -0.398 -0.273
N 1.238 -0.785 0.014
O -0.867 0.213 1.271
Br -0.022 -1.387 -2.341
Br -0.556 -2.860 0.484
H 1.329 1.391 -0.058
H 2.923 0.397 -0.395
H 1.542 0.691 -1.713
H -1.147 0.733 -0.771
H -2.936 -1.234 0.235
H -2.642 -0.608 -1.323
H 1.990 -1.591 -0.242
H 1.185 -0.778 1.024
H -1.385 0.979 1.395
*
```

Mulliken population analysis, charges in e, atoms 1 to 2:
1. C -0.70
2. C -0.39

=====

Entry 3:
C3H9BrOPS | ωB97M-V with the def2-TZVPD basis set

**M**: 204.0 g mol⁻¹
**HOMO level**: -14.3079 eV
**E_tot**: -95464.721 eV

```
! RIJCOSX wB97M-V def2-TZVPD def2/J DEFGRID3
* xyz 1 1
C 2.078 -0.392 -0.099
C 1.107 0.769 -0.304
C 0.223 1.022 0.918
S -1.401 0.159 0.966
P -1.937 -0.462 -1.201
O -3.506 -0.652 -0.952
Br -1.338 -2.541 -1.071
H 2.987 -0.065 0.405
H 1.639 -1.190 0.505
H 2.370 -0.837 -1.048
H 0.508 0.614 -1.202
H 1.647 1.700 -0.482
H -0.032 2.067 1.077
H 0.710 0.662 1.826
H -1.016 -1.005 1.515
H -4.038 0.149 -0.854
*
```

Mulliken population analysis, charges in e, atoms 1 to 2:
1. C -1.20
2. C -0.19

=====

Entry 4:
C3H9ClN2 | ωB97M-V with the def2-TZVPD basis set

**M**: 108.6 g mol⁻¹
**SMILES**: CN(C)N(C)Cl
**HOMO level**: -8.7596 eV
**E_tot**: -18756.686 eV

```
! RIJCOSX wB97M-V def2-TZVPD def2/J DEFGRID3
* xyz 0 1
C 0.373 1.588 1.030
N 0.131 0.295 0.409
C 0.649 -0.026 -0.965
N -1.084 -0.119 0.610
C -1.184 -1.577 0.605
Cl -2.386 0.471 -0.506
H 1.329 1.952 0.790
H -0.429 2.293 0.680
H 0.320 1.385 2.079
H 1.105 -0.963 -0.754
H -0.350 -0.035 -1.493
H 1.399 0.641 -1.416
H -2.113 -2.058 0.758
H -0.633 -1.945 -0.262
H -0.627 -1.936 1.477
*
```

Mulliken population analysis, charges in e, atoms 1 to 2:
1. C -0.84
2. N 0.18

=====

Entry 5:
C3H9ClN3 | ωB97M-V with the def2-TZVPD basis set

**M**: 122.6 g mol⁻¹
**HOMO level**: -13.4759 eV
**E_tot**: -20242.171 eV

```
! RIJCOSX wB97M-V def2-TZVPD def2/J DEFGRID3
* xyz 1 1
C 1.184 -0.278 0.923
C -2.336 0.043 -1.261
C -1.060 0.739 -1.393
N 1.903 -1.149 1.667
N 1.567 1.014 0.963
N 0.163 -0.635 0.218
Cl -0.105 0.563 -2.726
H -2.365 -0.900 -1.802
H -3.120 0.688 -1.674
H -2.582 -0.103 -0.211
H -0.866 1.587 -0.747
H 2.540 -0.803 2.363
H 1.570 -2.092 1.792
H 2.438 1.273 1.389
H 1.176 1.655 0.298
H -0.107 -1.603 0.201
*
```

Mulliken population analysis, charges in e, atoms 1 to 2:
1. C 0.60
2. C -1.01

=====

Entry 6:
C3H9F2KNO8PS2 | ωB97M-V with the def2-TZVPD basis set

**M**: 359.3 g mol⁻¹
**HOMO level**: -9.5556 eV
**E_tot**: -73849.454 eV

```
! RIJCOSX wB97M-V def2-TZVPD def2/J DEFGRID3
* xyz 0 1
K -1.284 0.642 2.383
N -3.698 0.059 1.588
S -4.310 -1.362 2.004
O -3.804 -2.464 1.275
O -5.653 -1.330 2.427
F -3.473 -1.497 3.406
S -4.049 0.180 -0.011
O -5.412 0.053 -0.346
O -3.047 -0.375 -0.836
F -3.764 1.746 -0.071
C 4.071 1.000 -0.550
O 2.986 0.554 0.270
P 1.639 0.043 -0.365
O 0.640 -0.171 0.670
O 1.989 -1.186 -1.254
C 2.532 -2.388 -0.709
O 1.258 1.053 -1.521
C 0.688 2.307 -1.151
H 4.321 2.024 -0.285
H 3.837 0.926 -1.613
H 4.935 0.359 -0.370
H 1.939 -3.226 -1.067
H 2.505 -2.397 0.383
H 3.568 -2.497 -1.024
H 1.235 3.104 -1.652
H 0.693 2.495 -0.077
H -0.342 2.349 -1.505
*
```

Mulliken population analysis, charges in e, atoms 1 to 2:
1. K 0.97
2. N -0.32

=====

Entry 7:
C3H9FN2 | ωB97M-V with the def2-TZVPD basis set

**M**: 92.1 g mol⁻¹
**HOMO level (spin up / spin down)**: -4.9416 / -9.8554 eV
**E_tot**: -8946.402 eV

```
! RIJCOSX wB97M-V def2-TZVPD def2/J DEFGRID3
* xyz 0 3
C -1.164 -1.859 0.598
C 0.532 2.210 -0.899
C 0.047 -0.977 0.703
N 1.091 0.964 -0.428
N -0.090 0.077 -0.231
F -0.409 -0.369 -1.596
H -1.437 -1.989 -0.385
H -0.965 -2.846 1.024
H -1.938 -1.397 1.148
H 1.236 2.981 -0.781
H 0.219 2.171 -1.976
H -0.257 2.478 -0.158
H 0.136 -0.408 1.531
H 1.029 -1.588 0.520
H 1.740 0.657 -1.197
*
```

Mulliken population analysis, charges in e, atoms 1 to 2:
1. C -1.14
2. C -0.73

=====

Entry 8:
C3H9I3Si2 | ωB97M-V with the def2-TZVPD basis set

**M**: 482.0 g mol⁻¹
**SMILES**: C[Si](C)(C)[Si](I)(I)I
**HOMO level**: -8.8890 eV
**E_tot**: -43316.660 eV

```
! RIJCOSX wB97M-V def2-TZVPD def2/J DEFGRID3
* xyz 0 1
C -1.878 -0.031 0.600
Si -0.203 0.098 -0.378
C 0.272 1.945 -0.456
C -0.158 -1.100 -1.778
Si 1.477 -0.809 1.071
I 0.956 -2.815 2.336
I 3.801 -0.821 0.263
I 1.770 1.200 3.220
H -2.324 1.010 0.755
H -2.519 -0.658 0.106
H -1.769 -0.590 1.449
H -0.598 2.332 -0.030
H 0.984 1.998 0.474
H 0.695 2.435 -1.271
H -0.693 -0.771 -2.709
H 0.924 -1.405 -1.995
H -0.737 -2.019 -1.656
*
```

Mulliken population analysis, charges in e, atoms 1 to 2:
1. C -1.22
2. Si 0.63

=====

Entry 9:
C3H9IN | ωB97M-V with the def2-TZVPD basis set

**M**: 186.0 g mol⁻¹
**SMILES**: C[NH2+][C@H](C)I
**HOMO level**: -13.8085 eV
**E_tot**: -12839.762 eV

```
! RIJCOSX wB97M-V def2-TZVPD def2/J DEFGRID3
* xyz 1 1
C -1.092 1.063 -0.313
N 0.316 0.962 0.158
C 1.075 -0.252 -0.398
C 0.502 -1.608 0.303
I 3.330 0.036 0.050
H -1.527 1.902 0.089
H -0.969 1.294 -1.320
H -1.608 0.129 -0.059
H 0.802 1.831 -0.067
H 0.309 0.729 1.135
H 1.063 -0.593 -1.509
H -0.460 -1.843 -0.112
H 1.154 -2.445 0.220
H 0.401 -1.445 1.342
*
```

Mulliken population analysis, charges in e, atoms 1 to 2:
1. C -0.90
2. N -0.11

=====

Entry 10:
C3H9IN3 | ωB97M-V with the def2-TZVPD basis set

**M**: 214.0 g mol⁻¹
**HOMO level**: -12.5951 eV
**E_tot**: -15817.561 eV

```
! RIJCOSX wB97M-V def2-TZVPD def2/J DEFGRID3
* xyz 1 1
C -1.951 -1.489 -0.375
C -0.840 -0.916 0.471
C 1.222 0.388 0.233
N 2.426 2.629 0.251
N 1.364 2.242 -0.019
N -0.049 0.048 -0.418
I 2.947 -0.753 -0.115
H -2.636 -0.746 -0.739
H -1.527 -1.988 -1.197
H -2.488 -2.074 0.273
H -0.075 -1.664 0.836
H -1.296 -0.441 1.319
H 1.088 0.569 1.319
H 2.635 3.707 0.153
H -0.746 0.897 -0.500
H -0.074 -0.409 -1.492
*
```

Mulliken population analysis, charges in e, atoms 1 to 2:
1. C -1.36
2. C -0.31

=====

Entry 11:
C3H9IN3 | ωB97M-V with the def2-TZVPD basis set

**M**: 214.0 g mol⁻¹
**HOMO level (spin up / spin down)**: -9.8386 / -13.4354 eV
**E_tot**: -15816.034 eV

```
! RIJCOSX wB97M-V def2-TZVPD def2/J DEFGRID3
* xyz 1 3
C -0.143 -0.188 0.277
C -1.405 1.409 1.187
C -2.181 0.229 -0.877
N 3.109 -1.290 -0.588
N -1.255 0.388 0.205
N 0.720 -0.931 0.425
I 4.787 -0.401 0.124
H -0.956 2.346 0.887
H -2.462 1.439 1.538
H -1.061 1.140 2.139
H -3.188 0.153 -0.567
H -1.990 0.950 -1.678
H -1.875 -0.608 -1.418
H 3.058 -2.188 -0.134
H 1.722 -1.008 0.037
H 3.119 -1.438 -1.557
*
```

Mulliken population analysis, charges in e, atoms 1 to 2:
1. C 0.35
2. C -1.03

=====

Entry 12:
C3H9IN4O2 | ωB97M-V with the def2-TZVPD basis set

**M**: 260.0 g mol⁻¹
**SMILES**: C/C(I)=N/NN.NOC=O
**HOMO level**: -8.9674 eV
**E_tot**: -21408.583 eV

```
! RIJCOSX wB97M-V def2-TZVPD def2/J DEFGRID3
* xyz 0 1
C -0.847 -0.032 2.399
C -1.018 0.588 1.017
I -3.028 0.608 0.262
N -0.027 0.959 0.342
N 0.012 1.293 -1.000
N 1.080 2.116 -1.400
H 0.060 0.250 2.894
H -1.745 0.356 2.896
H -0.893 -1.132 2.156
H -0.917 1.541 -1.530
H 1.958 1.700 -1.385
H 1.121 3.040 -0.881
N 1.615 -1.159 -1.313
O 0.200 -1.501 -1.266
C -0.221 -2.061 -0.190
O -1.332 -2.463 -0.017
H 1.584 -0.155 -1.684
H 1.931 -1.884 -1.883
H 0.467 -2.065 0.584
*
```

Mulliken population analysis, charges in e, atoms 1 to 2:
1. C -0.88
2. C 0.18

=====

Entry 13:
C3H9INO | ωB97M-V with the def2-TZVPD basis set

**M**: 202.0 g mol⁻¹
**HOMO level**: -13.1593 eV
**E_tot**: -14885.797 eV

```
! RIJCOSX wB97M-V def2-TZVPD def2/J DEFGRID3
* xyz 1 1
C -1.516 -0.492 -1.078
C 0.468 1.145 0.083
C -0.480 -0.779 -0.097
N 1.508 0.868 1.049
O 0.415 -1.650 -0.409
I -0.998 -0.957 2.026
H -2.202 -1.401 -1.056
H -1.071 -0.463 -2.013
H -2.241 0.338 -0.814
H 0.821 1.548 -0.849
H -0.385 1.664 0.525
H 0.922 0.455 1.729
H 2.193 1.674 1.336
H 2.160 -0.018 0.935
H 0.406 -1.934 -1.367
*
```

Mulliken population analysis, charges in e, atoms 1 to 2:
1. C -1.30
2. C -0.79

=====

Entry 14:
C3H9INO3 | ωB97M-V with the def2-TZVPD basis set

**M**: 234.0 g mol⁻¹
**HOMO level (spin up / spin down)**: -14.8002 / -14.8166 eV
**E_tot**: -18974.644 eV

```
! RIJCOSX wB97M-V def2-TZVPD def2/J DEFGRID3
* xyz 1 1
C -0.400 1.635 0.101
C -0.862 -1.064 1.478
C 1.885 -0.005 -0.981
N -0.425 0.231 -0.381
O -1.381 -0.349 0.380
O 0.732 -0.487 -0.189
O -0.852 0.250 -1.600
I -1.785 -2.363 -1.873
H 0.393 2.080 -0.406
H -1.318 2.218 -0.001
H 0.007 1.640 1.138
H -0.765 -2.135 1.333
H -1.611 -1.009 2.369
H -0.012 -0.692 1.956
H 1.959 -0.517 -1.958
H 2.685 -0.419 -0.364
H 1.751 0.988 -1.002
*
```

Mulliken population analysis, charges in e, atoms 1 to 2:
1. C -0.77
2. C -0.68

=====

Entry 15:
C3H9INS | ωB97M-V with the def2-TZVPD basis set

**M**: 218.1 g mol⁻¹
**SMILES**: C[C@](S)(I)C[NH3+]
**HOMO level**: -13.2846 eV
**E_tot**: -23675.249 eV

```
! RIJCOSX wB97M-V def2-TZVPD def2/J DEFGRID3
* xyz 1 1
C -0.208 0.365 -1.551
C 0.423 0.670 -0.135
S 0.531 2.406 0.480
I 2.447 -0.296 -0.051
C -0.251 -0.058 1.054
N -0.332 -1.597 0.936
H 0.405 0.721 -2.412
H -1.175 0.740 -1.797
H -0.086 -0.663 -1.850
H -0.205 2.917 -0.616
H 0.516 0.049 1.803
H -1.200 0.424 1.299
H -0.952 -1.859 0.207
H -0.666 -2.009 1.802
H 0.755 -1.807 0.830
*
```

Mulliken population analysis, charges in e, atoms 1 to 2:
1. C -1.39
2. C 0.15

=====

Entry 16:
C3H9INS | ωB97M-V with the def2-TZVPD basis set

**M**: 218.1 g mol⁻¹
**HOMO level (spin up / spin down)**: -9.2807 / -13.7777 eV
**E_tot**: -23669.292 eV

```
! RIJCOSX wB97M-V def2-TZVPD def2/J DEFGRID3
* xyz 1 3
C 1.279 -0.560 -0.444
C -0.945 -1.617 0.449
C -0.265 -0.700 -0.476
N -0.929 -0.179 0.777
S -1.215 -0.265 -1.945
I -0.253 3.401 0.088
H 1.597 -0.992 0.538
H 1.526 0.460 -0.400
H 1.601 -1.176 -1.344
H -1.790 -2.216 0.188
H -0.280 -2.048 1.079
H -1.680 0.485 0.529
H -1.122 3.567 -1.238
H -0.469 0.068 1.690
H -0.251 0.517 -2.066
*
```

Mulliken population analysis, charges in e, atoms 1 to 2:
1. C -1.03
2. C -0.62

=====

Entry 17:
C3H9N | ωB97M-V with the def2-TZVPD basis set

**M**: 59.1 g mol⁻¹
**SMILES**: CCNC
**HOMO level**: -8.5569 eV
**E_tot**: -4745.788 eV

```
! RIJCOSX wB97M-V def2-TZVPD def2/J DEFGRID3
* xyz 0 1
C 1.373 -0.438 -0.149
C 0.670 0.778 0.250
N -0.692 0.782 -0.304
C -1.589 -0.286 0.065
H 2.463 -0.570 0.309
H 0.781 -1.229 0.382
H 1.510 -0.652 -1.257
H 0.570 0.865 1.305
H 1.175 1.722 -0.083
H -0.686 0.848 -1.298
H -1.422 -1.198 -0.595
H -1.425 -0.557 1.246
H -2.729 -0.066 0.128
*
```

Mulliken population analysis, charges in e, atoms 1 to 2:
1. C -0.79
2. C -0.47

=====

Entry 18:
C3H9N | ωB97M-V with the def2-TZVPD basis set

**M**: 59.1 g mol⁻¹
**SMILES**: CC(C)N
**HOMO level**: -8.8532 eV
**E_tot**: -4746.106 eV

```
! RIJCOSX wB97M-V def2-TZVPD def2/J DEFGRID3
* xyz 0 1
C 1.079 -0.902 0.180
C -0.226 -0.198 -0.229
C 0.002 1.017 -1.141
N -0.952 0.127 1.080
H 0.835 -1.895 0.712
H 1.717 -0.254 0.927
H 1.659 -1.032 -0.768
H -0.911 -0.968 -0.700
H -1.023 1.595 -1.252
H 0.443 0.708 -2.125
H 0.607 1.596 -0.480
H -0.458 0.695 1.783
H -1.344 -0.835 1.481
*
```

Mulliken population analysis, charges in e, atoms 1 to 2:
1. C -0.98
2. C 0.28

=====

Entry 19:
C3H9N | ωB97M-V with the def2-TZVPD basis set

**M**: 59.1 g mol⁻¹
**HOMO level**: -6.6150 eV
**E_tot**: -4737.983 eV

```
! RIJCOSX wB97M-V def2-TZVPD def2/J DEFGRID3
* xyz 0 1
C -2.024 -0.231 0.480
C 1.998 1.441 -0.049
C 1.257 0.103 -0.346
N -0.993 -1.249 -0.122
H -2.739 -0.873 0.102
H -2.033 -0.242 1.588
H 1.962 2.411 -0.691
H 2.469 1.027 0.870
H 0.593 -0.054 -1.220
H 0.371 0.122 0.284
H 2.071 -0.533 0.172
H -1.101 -1.801 -0.956
H -2.030 0.808 0.190
*
```

Mulliken population analysis, charges in e, atoms 1 to 2:
1. C -0.65
2. C -0.41

=====

Entry 20:
C3H9N | ωB97M-V with the def2-TZVPD basis set

**M**: 59.1 g mol⁻¹
**SMILES**: C=CC.N
**HOMO level**: -9.8467 eV
**E_tot**: -4745.752 eV

```
! RIJCOSX wB97M-V def2-TZVPD def2/J DEFGRID3
* xyz 0 1
C 0.018 0.033 -2.005
C 0.642 0.942 -1.257
C 1.712 0.451 -0.279
H -0.523 0.297 -2.910
H -0.021 -1.044 -1.874
H 0.627 1.933 -1.699
H 1.671 0.716 0.769
H 2.714 0.757 -0.611
H 1.745 -0.579 -0.626
N -2.342 -0.682 2.736
H -1.713 -0.268 2.053
H -2.805 -1.466 2.276
H -1.725 -1.092 3.425
*
```

Mulliken population analysis, charges in e, atoms 1 to 2:
1. C -0.83
2. C 0.18